Below is the ion C4H9N2OS with charge -1, with properties calculated with the ωB97M-V functional and the def2-TZVPD basis.

Atoms and positions in Å:
C (0.31820, 1.83660, 0.27763)
C (0.40470, 0.42944, 0.85402)
C (1.67143, -0.37219, 0.50374)
S (1.53726, -1.96023, -0.50160)
N (-0.85202, -0.31502, 0.57660)
C (-1.47360, -0.29016, -0.66457)
N (-1.61302, -1.54137, -1.24067)
O (-1.85243, 0.70260, -1.27550)
H (0.29079, 1.72609, -0.80723)
H (-0.64151, 2.28159, 0.54117)
H (1.13174, 2.49152, 0.57959)
H (0.33875, 0.50639, 1.94670)
H (1.91156, -0.93029, 1.37738)
H (2.42254, 0.29359, 0.10203)
H (-0.79887, -1.25925, 0.90666)
H (-1.97206, -1.46041, -2.17583)
H (-0.82347, -2.13889, -1.00012)

The calculation puts the relative energy (zero: lowest compared OMol25 entry of this formula, charge and spin) at 38.5 kJ/mol. The LUMO energy comes out at 0.14560 Ha. As for the net charge: -1.

Charges computed using natural (NBO), reported in e: -0.6236 -0.0403 -0.5405 -0.7405 -0.6645 0.7977 -0.8885 -0.6939 0.2262 0.2160 0.1923 0.1671 0.2086 0.1895 0.3876 0.3816 0.4251

Below is a structure of composition C29H44Br4GeN4O3STi, with properties calculated with the ωB97M-V functional and the def2-TZVPD basis.

Atoms and positions in Å:
Ti (0.19375, -1.29480, -0.11088)
Br (-3.85495, -5.47433, 3.66214)
C (-2.75648, -4.80054, 2.27319)
C (-2.26279, -5.63723, 1.28718)
Br (-2.68658, -7.48615, 1.29492)
C (-1.44039, -5.11936, 0.27618)
Br (-0.72293, -6.20216, -1.10110)
C (-1.09994, -3.77035, 0.23311)
O (-0.32973, -3.22047, -0.65942)
C (-1.63129, -2.90605, 1.24596)
O (-1.30144, -1.63491, 1.14765)
C (-2.43640, -3.43302, 2.23976)
Br (-3.07475, -2.21183, 3.53977)
C (-3.24437, 4.12922, 0.05015)
C (-1.97818, 3.61330, 0.72919)
C (-1.91991, 2.09183, 0.86140)
C (-2.10846, 1.33033, -0.45354)
N (-1.23730, 1.71868, -1.55644)
C (0.03269, 1.02126, -1.77301)
S (1.16825, 0.98417, -0.29287)
N (0.62659, 1.85544, -2.84631)
C (1.90347, 1.41278, -3.37467)
C (2.54295, 2.46164, -4.27840)
C (1.71086, 2.83492, -5.51340)
C (0.76818, 4.01638, -5.29043)
H (-3.27895, 5.22138, 0.04673)
H (-4.13676, 3.76462, 0.56640)
H (-3.30420, 3.79103, -0.98621)
H (-1.89837, 4.05092, 1.72912)
H (-1.09703, 3.96555, 0.18358)
H (-2.70324, 1.75577, 1.55114)
H (-0.95909, 1.81545, 1.29342)
H (-3.14726, 1.45292, -0.78438)
H (-1.98786, 0.26572, -0.25292)
H (-1.00080, 2.70213, -1.49417)
H (-0.07082, 1.83144, -3.58774)
H (1.82042, 0.47169, -3.94396)
H (2.55810, 1.21396, -2.52508)
H (3.51056, 2.06491, -4.60225)
H (2.74571, 3.36321, -3.69130)
H (1.13614, 1.95834, -5.83368)
H (2.37845, 3.07842, -6.34633)
H (0.09974, 3.83784, -4.44949)
H (0.16463, 4.21701, -6.17920)
H (1.34109, 4.91883, -5.06186)
C (-0.03996, 0.93250, 4.11278)
C (0.82147, -0.15107, 4.74854)
N (2.24303, 0.17661, 4.76638)
C (2.64279, 1.14355, 5.77595)
C (3.49450, 2.26434, 5.19473)
C (3.23701, -0.72758, 4.36871)
O (4.30931, -0.75189, 4.98568)
C (2.97600, -1.59128, 3.22998)
C (3.74984, -2.79631, 3.02048)
C (3.42543, -3.57416, 1.92016)
C (2.43182, -3.19931, 1.03714)
N (1.75747, -1.98708, 1.18580)
C (2.05653, -1.25162, 2.25562)
H (-1.08972, 0.63271, 4.12090)
H (0.25128, 1.10518, 3.07638)
H (0.05493, 1.87987, 4.65015)
H (0.68400, -1.09099, 4.22016)
H (0.48511, -0.32170, 5.78229)
H (3.19648, 0.63964, 6.57432)
H (1.73068, 1.56068, 6.20804)
H (4.40209, 1.84679, 4.76085)
H (3.77722, 2.97817, 5.97374)
H (2.94715, 2.79397, 4.41317)
H (4.53658, -3.05786, 3.71231)
H (3.94737, -4.50752, 1.73734)
H (2.12791, -3.81028, 0.19922)
H (1.53403, -0.30329, 2.32226)
C (-3.30723, -1.44206, -2.13328)
Ge (-1.67188, -1.04615, -3.15176)
C (-2.21093, 0.18150, -4.61185)
C (-1.15464, -2.74029, -4.00915)
C (-0.16906, -0.44913, -2.09937)
H (-4.03426, -1.94459, -2.77628)
H (-3.76713, -0.53952, -1.73175)
H (-3.06493, -2.10540, -1.30055)
H (-3.05745, -0.22698, -5.17038)
H (-1.38269, 0.33559, -5.30922)
H (-2.49369, 1.14711, -4.18966)
H (-1.97110, -3.14145, -4.61466)
H (-0.89324, -3.46536, -3.23651)
H (-0.28512, -2.59181, -4.65397)
H (0.74168, -0.82344, -2.58667)

The calculation puts the relative energy (zero: lowest compared OMol25 entry of this formula, charge and spin) at 0.0 kJ/mol. Its expectation value of S² is 2.021. The LUMO energy (spin up / spin down) comes out at 0.14273 / 0.14269 Ha. As for the net charge: -2. Its spin multiplicity is 3.

Charges computed using Mulliken, reported in e: -0.1261 -0.2256 0.2957 0.2231 -0.2313 0.0478 -0.1939 0.4551 -0.9473 -0.0716 0.1211 -0.4159 -0.1911 -1.2279 -0.8049 0.4646 -0.1164 0.1605 0.4813 -0.8199 0.0385 -0.7201 -0.7998 -0.4269 -1.1069 0.4018 0.2966 0.2255 0.4988 0.3358 0.5860 -0.7165 0.3693 -0.7800 0.4088 0.2634 0.2688 0.3659 0.4013 0.3373 0.2159 0.3752 0.2127 0.3316 0.3325 -0.6053 -1.3482 0.6543 -0.7282 -1.2156 -0.1073 -0.7693 0.5705 -0.9568 -0.5231 -0.9043 0.7849 -0.5369 0.3164 0.0437 0.4385 0.6454 0.3815 0.3878 0.4431 0.2944 0.3900 0.2405 0.4398 0.3615 0.4445 0.3429 -1.0984 0.7969 -1.5458 -1.3197 -0.7381 0.4930 0.3376 0.1136 0.4472 0.3155 0.3677 0.3859 0.2849 0.3475 0.7343

Below is the ion F2H4N2P with charge +1, with properties calculated with the ωB97M-V functional and the def2-TZVPD basis.

Atoms and positions in Å:
N (-0.58728, -1.38276, 0.32288)
P (0.36809, -0.00862, -0.09181)
N (-0.12211, 1.43960, -0.32404)
F (1.24497, -0.43322, -1.34613)
F (1.53470, -0.09857, 1.02590)
H (-1.55308, -1.60316, 0.15372)
H (-0.22137, -1.88128, 1.07394)
H (-1.12234, 1.67404, -0.36301)
H (0.45841, 2.29397, -0.45144)

The calculation puts the relative energy (zero: lowest compared OMol25 entry of this formula, charge and spin) at 43.7 kJ/mol. The LUMO energy comes out at -0.16123 Ha. As for the net charge: +1.

Charges computed using natural (NBO), reported in e: -1.1271 2.4841 -1.2364 -0.4995 -0.5003 0.4572 0.4424 0.4794 0.5001

> Look up the relative energy (zero: lowest compared OMol25 entry of this formula, charge and spin) of the first one.

38.5 kJ/mol

> Among the records above, which one has the lowest net charge?

C29H44Br4GeN4O3STi

> Number 3 is which compound?

F2H4N2P

> Among the records above, which one has the lowest relative energy (zero: lowest compared OMol25 entry of this formula, charge and spin)?

C29H44Br4GeN4O3STi